Below is a molecular structure, C8H24ClI2OP2PbS in a non-equilibrium geometry, with properties calculated with ωB97M-V/def2-TZVPD.

```
40
Properties=species:S:1:pos:R:3:forces:R:3
I -0.16958 2.99287 0.23536 0.06 -1.04 -0.19
I 0.06052 -2.41163 1.27563 -0.25 0.02 -0.28
Pb -0.00442 0.08520 -0.81877 0.02 1.09 -0.71
P -2.84149 -0.00094 -0.37774 -1.81 -0.24 -1.09
C -3.71129 0.05208 1.22207 1.21 0.07 0.69
C -3.54323 1.37156 -1.35572 1.14 0.25 0.05
H -4.62580 1.24083 -1.47996 0.21 -0.15 0.17
H -4.54037 -1.41857 -1.40264 0.16 0.16 0.13
H -3.05132 1.37135 -2.33875 -0.25 0.10 0.14
H -2.92510 -1.60047 -2.17106 -0.27 -0.09 0.15
H -3.43226 0.97470 1.75119 -0.24 -0.20 -0.12
H -3.31968 2.31753 -0.84624 -0.20 -0.11 -0.21
C -3.46263 -1.49743 -1.21741 1.06 -0.18 0.13
H -4.80222 0.02243 1.07962 0.33 -0.01 -0.30
H -3.25049 -2.36841 -0.58419 -0.15 0.08 -0.24
H -3.39576 -0.80680 1.83147 -0.24 0.17 -0.13
P 2.82098 0.05006 -0.32849 1.86 -0.23 -1.05
C 3.68617 0.10864 1.27501 -1.22 0.02 0.63
C 3.46186 -1.43786 -1.17382 -1.11 -0.16 0.15
H 2.99217 1.43200 -2.28336 0.26 0.10 0.11
H 4.57907 1.31131 -1.44438 -0.19 -0.16 0.16
H 3.27665 2.37280 -0.78824 0.18 -0.11 -0.21
C 3.49723 1.43137 -1.30761 -1.18 0.28 0.08
H 2.92624 -1.53887 -2.12808 0.27 -0.10 0.12
H 4.53829 -1.34749 -1.35947 -0.15 0.17 0.15
H 4.76102 0.28530 1.12551 -0.28 -0.07 -0.31
H 3.53097 -0.84116 1.80157 0.17 0.16 -0.11
H 3.25704 -2.31469 -0.54532 0.15 0.10 -0.26
H 3.26777 0.91645 1.88949 0.22 -0.09 -0.07
Cl 0.00758 -0.23998 -3.36346 -0.01 0.19 2.01
C 1.04120 -1.17317 4.21703 0.47 -0.29 -0.32
S 0.23149 0.12871 3.26041 0.36 0.21 1.47
C -1.28077 0.26096 4.23216 -0.42 0.29 -0.40
O 1.04041 1.37055 3.40748 -0.51 -0.71 -0.66
H 0.29910 -1.72265 4.79721 -0.04 0.10 -0.04
H 1.76736 -0.67815 4.86612 -0.10 0.01 -0.01
H 1.53327 -1.85624 3.51792 0.13 0.22 0.42
H -1.00392 0.37377 5.28608 0.10 0.06 -0.20
H -1.82567 1.13472 3.86674 0.06 -0.07 0.16
H -1.87108 -0.65066 4.08123 0.19 0.12 0.00
```
Positions in Å, forces in eV/Å.

Properties
- HOMO (spin up / spin down): -17.86 / -19.08 eV
- Electronic energy: -2722.6234 Ha
- Energy above the lowest of the compared OMol25 structures with the same formula, charge and spin: 1.802 eV
- Charge: +3
- Orbital gap (spin up / spin down): 3.57 / 5.52 eV



Below is 5 unconnected molecules or ions with the total composition C8H24ClO8S4 in a non-equilibrium geometry, with properties calculated with ωB97M-V/def2-TZVPD.

```
45
Properties=species:S:1:pos:R:3:forces:R:3
Cl 1.59289 -0.41619 1.94062 -0.78 -0.58 1.39
O 2.06649 -0.24056 3.30440 0.18 -0.29 -0.94
O 1.51884 -1.82305 1.58682 0.20 0.48 0.15
O 0.24570 0.13899 1.89278 -0.08 -0.34 -0.38
O 2.41980 0.28187 1.00065 0.36 0.25 -0.32
C -2.97679 -1.21860 3.13696 -0.06 -0.81 1.47
S -3.36650 -2.98195 3.52496 -0.13 0.68 -1.64
O -4.24327 -3.47538 2.40786 0.27 -0.08 0.57
C -1.70705 -3.59083 3.20810 0.08 -0.64 0.57
H -2.62484 -0.90922 4.12741 0.13 0.48 -0.22
H -3.93277 -0.74023 2.94789 0.06 0.06 -0.26
H -2.18836 -1.05104 2.40843 -0.17 -0.17 -0.24
H -1.48915 -3.63590 2.14444 -0.04 0.41 -0.05
H -1.65517 -4.61096 3.59736 -0.09 0.05 -0.01
H -1.00005 -2.98886 3.77897 0.10 0.11 -0.25
C 1.62448 1.21642 -4.50587 1.28 -1.12 0.43
S 1.62482 2.43554 -3.16249 -0.53 -0.35 0.08
O 2.16613 3.67596 -3.77907 0.43 0.15 0.13
C 2.82574 1.68015 -2.01716 -0.14 0.00 -0.10
H 1.64901 1.73053 -5.46068 -0.47 0.20 0.08
H 0.87381 0.43696 -4.38419 -0.48 0.47 -0.13
H 2.53212 0.60368 -4.44481 0.15 0.33 -0.01
H 2.66370 2.12076 -1.03461 0.05 0.20 -0.09
H 3.85684 1.82965 -2.33442 -0.07 0.12 -0.22
H 2.62744 0.61227 -1.91370 -0.09 -0.01 -0.24
C -1.09864 2.66654 2.86107 0.26 -1.09 -0.67
S -0.85555 3.78514 1.45520 0.54 0.41 0.04
O 0.22909 4.74972 1.84318 -0.43 -0.25 -0.16
C -0.14617 2.58978 0.27502 -0.16 -0.17 -0.03
H -2.09811 2.64305 3.28578 -0.12 0.57 -0.10
H -0.33780 2.83854 3.61708 0.07 0.20 -0.07
H -0.91225 1.68467 2.41245 -0.03 0.10 0.60
H 0.84040 2.19318 0.52140 -0.09 0.28 0.47
H -0.09141 3.04506 -0.71241 -0.18 0.27 0.07
H -0.83053 1.73883 0.24432 -0.03 0.11 -0.09
C -0.29198 -2.85406 -3.12340 -0.48 0.68 0.17
S 0.87813 -2.08125 -1.97617 0.18 0.55 0.06
O 2.00995 -1.58793 -2.83014 -0.28 -0.13 0.08
C -0.07658 -0.57737 -1.53556 0.13 -0.98 0.09
H -1.24231 -3.03502 -2.61649 0.19 -0.33 0.20
H 0.17620 -3.76641 -3.47961 -0.08 -0.05 -0.01
H -0.53659 -2.17847 -3.94561 0.38 0.02 -0.10
H -0.90745 -0.86917 -0.89163 -0.16 -0.03 -0.21
H -0.38186 -0.10135 -2.46354 -0.09 0.21 0.09
H 0.56962 0.03651 -0.91159 0.20 0.02 -0.20
```
Positions in Å, forces in eV/Å.

Properties
- HOMO: -6.11 eV
- Electronic energy: -2973.7654 Ha
- Energy above the lowest of the compared OMol25 structures with the same formula, charge and spin: 0.000 eV
- Charge: -1
- Orbital gap: 8.50 eV



Below is a molecular structure, C8H24F4HgN2O12S4 in a non-equilibrium geometry, with properties calculated with ωB97M-V/def2-TZVPD.

```
55
Properties=species:S:1:pos:R:3:forces:R:3
Hg -18.95187 18.67512 -5.96088 -0.14 0.53 0.28
N -19.69474 23.14094 -4.64206 1.66 -0.68 -1.06
S -19.44792 23.98809 -5.98525 -2.47 2.70 -0.89
O -19.64989 23.25194 -7.19402 0.47 -0.35 0.11
O -18.43865 24.97920 -5.89680 0.69 -0.31 -0.06
F -20.76831 24.88219 -5.90427 0.05 -0.56 0.29
S -18.43819 22.15696 -4.69233 -1.27 -0.77 2.96
O -17.14725 22.72035 -4.59040 0.70 0.05 -0.71
O -18.64789 21.00831 -5.53818 0.35 -0.20 -0.45
F -18.64050 21.52272 -3.24290 -0.21 -0.06 -0.13
N -19.19318 16.52045 -6.34199 0.88 -2.54 0.59
S -18.20720 15.29953 -5.72730 2.68 1.59 1.11
O -17.70834 14.37292 -6.66768 -0.51 -0.08 -0.40
O -18.56559 14.89330 -4.41941 -0.53 -0.04 0.11
F -16.98211 16.28327 -5.48415 -0.09 -0.02 -0.12
S -20.42087 15.60000 -6.79203 -4.38 0.71 -2.40
O -21.20821 15.01653 -5.76314 0.77 -0.07 0.64
O -20.20125 14.85564 -7.97972 0.63 0.03 0.17
F -21.38254 16.79046 -7.28489 0.68 0.11 0.19
C -17.72829 18.66336 -1.57642 0.10 -0.83 0.51
C -17.44981 17.74485 -2.75705 0.80 0.77 0.79
O -17.64517 18.50374 -3.97260 0.10 -0.38 0.19
H -17.56971 18.13235 -0.63199 -0.13 -0.23 -0.12
H -18.76446 18.99270 -1.58502 0.13 0.44 -0.05
H -16.98572 19.46017 -1.52082 -0.38 0.38 -0.32
H -18.03067 16.82961 -2.72592 -0.28 0.14 -0.49
H -16.39283 17.47019 -2.70389 -0.06 -0.28 -0.20
H -17.04386 19.25295 -3.89396 -0.14 0.18 -0.19
C -22.80117 19.62737 -7.23154 0.32 -0.03 -0.38
C -21.52888 20.43497 -7.06297 -0.60 0.17 -0.33
O -20.35724 19.69534 -7.48299 -0.21 0.04 0.39
H -23.66183 20.23551 -6.95516 -0.02 0.02 -0.05
H -22.79408 18.72348 -6.62602 0.04 0.03 0.04
H -22.88912 19.33632 -8.28102 -0.26 -0.07 0.05
H -21.45199 20.73245 -6.02181 0.67 0.02 -0.05
H -21.53619 21.32891 -7.68492 -0.13 0.17 0.23
H -20.41906 19.56416 -8.43364 0.13 -0.15 -0.01
C -22.29928 17.26642 -3.73585 0.56 -0.20 0.19
C -20.89812 17.81817 -3.45258 -1.31 0.53 0.24
O -20.63144 19.00944 -4.22863 0.29 -0.51 -0.13
H -22.61925 17.38323 -4.76937 0.18 0.03 -0.05
H -23.00585 17.76433 -3.07327 -0.20 -0.11 -0.11
H -22.26217 16.19733 -3.52644 -0.33 0.01 0.08
H -20.11795 17.08273 -3.62364 0.11 0.14 -0.27
H -20.91213 18.10923 -2.40013 0.50 -0.15 0.05
H -21.10640 19.76249 -3.86505 0.08 0.07 0.00
C -15.04380 17.77811 -7.43274 0.48 0.10 0.26
C -16.38085 18.30250 -7.90061 0.01 0.21 1.04
O -16.91328 19.29178 -6.97079 0.03 -0.39 -0.31
H -14.86340 16.77099 -7.80830 0.15 0.15 -0.34
H -14.97629 17.67806 -6.34786 -0.45 0.06 0.03
H -14.23356 18.46041 -7.69658 0.06 -0.19 -0.28
H -17.11630 17.50320 -7.83603 -0.04 -0.01 -0.46
H -16.34132 18.76074 -8.88606 -0.06 -0.24 -0.14
H -16.35377 20.07115 -6.88792 -0.08 0.10 -0.04
```
Positions in Å, forces in eV/Å.

Properties
- HOMO: -10.04 eV
- Electronic energy: -3477.1276 Ha
- Charge: 0
- Orbital gap: 8.76 eV